Record 1
C4H4ClN2 | ωB97M-V with the def2-TZVPD basis set

Computed properties:
* charge: +1
* HOMO energy (spin up / spin down): -12.26 / -12.26 eV
* lowest unoccupied orbital energy (spin up / spin down): -4.8936 / -4.8940 eV
* HOMO-LUMO gap (spin up / spin down): 7.362 / 7.361 eV
* strongest force on any atom: 5.10 eV Å⁻¹
* electronic energy: -724.0785 hartree
* ΔE to the lowest compared entry with this formula, charge and spin: 2.581 eV

Atoms and positions in Å:
H (1.81627, -1.86274, 0.78670)
H (-1.71899, -1.39898, -0.52178)
C (1.40345, -1.57298, -0.08827)
N (-0.97644, -0.75614, -0.37766)
N (-0.58618, 1.55542, 0.20706)
H (-2.43664, 0.79370, 0.12541)
Cl (1.32100, 3.46231, 0.57890)
C (0.20605, -1.22925, -0.16983)
C (-1.38701, 0.54257, -0.19316)
H (2.08596, -1.73744, -1.03227)
C (0.27254, 2.20351, 0.68491)

Force components x, y, z for each atom (eV/Å):
1.3 -0.9 2.9
-0.8 -0.8 -0.3
2.7 -0.7 -4.3
2.8 -0.2 1.1
0.1 -2.5 -0.8
1.1 -1.1 -0.9
-0.3 -0.4 -0.1
-3.8 1.5 -0.8
-1.8 3.9 1.4
-1.4 0.6 1.7
0.2 0.7 0.1

Record 2
C3H5NOS | ωB97M-V with the def2-TZVPD basis set

Computed properties:
* charge: 0
* SMILES: C=NOCC=S
* HOMO energy: -8.73 eV
* lowest unoccupied orbital energy: -0.2027 eV
* HOMO-LUMO gap: 8.531 eV
* strongest force on any atom: 5.52 eV Å⁻¹
* electronic energy: -645.3172 hartree
* ΔE to the lowest compared entry with this formula, charge and spin: 5.292 eV

Atoms and positions in Å:
H (-2.78112, -1.23112, 0.30992)
C (1.82030, -0.32793, -0.16120)
N (-1.18725, -0.01064, 0.49707)
H (1.59746, -1.39637, -0.40153)
H (-2.87383, -0.20984, -0.88291)
O (-0.49773, 0.71700, -0.41178)
C (0.74203, 0.73196, 0.10949)
H (1.42025, 1.60494, -0.13425)
C (-2.18291, -0.58753, -0.11847)
S (3.37174, -0.14268, 0.00253)
H (0.57106, 0.85220, 1.19114)

Force components x, y, z for each atom (eV/Å):
-2.2 -3.5 3.6
-2.3 -2.4 -0.1
-3.1 -3.6 -1.9
-0.8 1.0 0.0
1.8 0.4 -1.3
-0.4 1.1 -1.5
4.9 2.1 1.6
-1.6 0.0 -0.3
1.3 4.3 -0.3
1.7 1.0 0.3
0.9 -0.4 -0.1

Record 3
C2H3O3S | ωB97M-V with the def2-TZVPD basis set

Computed properties:
* charge: -1
* HOMO energy (spin up / spin down): -2.12 / -2.13 eV
* lowest unoccupied orbital energy (spin up / spin down): 3.7156 / 3.7156 eV
* HOMO-LUMO gap (spin up / spin down): 5.840 / 5.842 eV
* strongest force on any atom: 3.46 eV Å⁻¹
* electronic energy: -701.7681 hartree
* ΔE to the lowest compared entry with this formula, charge and spin: 6.169 eV

Atoms and positions in Å:
C (1.73610, 0.49121, 0.64724)
O (1.32229, -0.64546, 0.60294)
O (-2.55451, -0.21889, -1.40636)
H (-1.78811, -2.03607, 0.01720)
H (2.35745, 0.74153, 1.54239)
H (1.61029, 1.34572, -0.03633)
C (-1.13019, -1.22281, 0.42881)
O (-2.07572, -0.06381, 1.11624)
S (-1.50578, 0.23268, -0.38957)

Force components x, y, z for each atom (eV/Å):
0.7 -0.9 1.8
0.9 1.1 -1.2
0.7 1.9 0.2
-0.1 1.2 0.1
-0.2 0.4 -0.1
-0.5 -0.5 -0.6
0.5 -0.5 1.7
0.3 -0.3 -1.0
-2.3 -2.4 -0.8

Record 4
C5H6S | ωB97M-V with the def2-TZVPD basis set

Computed properties:
* charge: 0
* SMILES: C=C1C=CCS1
* HOMO energy: -8.17 eV
* lowest unoccupied orbital energy: 0.4917 eV
* HOMO-LUMO gap: 8.659 eV
* strongest force on any atom: 5.86 eV Å⁻¹
* electronic energy: -592.2101 hartree
* ΔE to the lowest compared entry with this formula, charge and spin: 1.682 eV

Atoms and positions in Å:
C (-2.20117, -0.38960, 0.16774)
H (1.79333, 1.82992, -0.27995)
C (1.13838, 0.92797, 0.06318)
C (-0.83329, -0.30840, 0.08434)
H (2.24695, -0.83903, 1.05401)
C (1.75544, -0.60426, 0.15410)
S (0.26652, -1.76147, -0.00317)
C (-0.18362, 0.88636, 0.09025)
H (-0.82780, 1.76984, -0.34371)
H (-2.59839, -1.39112, -0.30421)
H (2.38087, -0.59475, -0.77567)
H (-2.93722, 0.47454, 0.09309)

Force components x, y, z for each atom (eV/Å):
-0.1 -1.9 -2.8
-1.3 -1.9 1.0
2.0 -1.3 -0.3
-3.8 -3.6 1.0
0.9 -0.1 0.9
-1.7 2.5 -2.5
0.4 2.2 0.2
0.6 5.5 -2.1
1.4 -1.4 1.5
0.3 1.8 1.7
-0.2 -0.8 1.1
1.5 -1.1 0.4

Record 5
C5H6N2O2S | ωB97M-V with the def2-TZVPD basis set

Computed properties:
* charge: 0
* HOMO energy (spin up / spin down): -9.00 / -7.29 eV
* lowest unoccupied orbital energy (spin up / spin down): -0.6496 / -1.5873 eV
* HOMO-LUMO gap (spin up / spin down): 8.354 / 5.704 eV
* strongest force on any atom: 4.45 eV Å⁻¹
* electronic energy: -852.1482 hartree
* ΔE to the lowest compared entry with this formula, charge and spin: 5.565 eV

Atoms and positions in Å:
H (-1.12901, -2.25157, 0.22530)
O (1.49459, 2.44923, -2.65121)
C (-0.87017, -1.80262, -0.69030)
H (-1.94733, -1.99505, -1.11792)
C (0.59342, 0.08172, -0.96992)
S (-2.71649, -0.31237, 1.03703)
O (1.31877, -0.40151, -1.81184)
H (-0.08641, -2.15740, -1.32697)
C (1.31442, 2.29708, -1.50110)
C (-1.48083, 0.31025, 0.21219)
H (-0.07924, 2.10261, 1.39460)
H (0.97750, 0.90792, 1.44617)
C (0.85643, 1.81805, 0.87648)
N (-0.62025, -0.38369, -0.52364)
H (1.61675, 2.41558, 1.26897)
N (0.89425, 1.49810, -0.58788)

Force components x, y, z for each atom (eV/Å):
1.1 -0.7 1.6
0.0 -0.9 -1.2
-2.8 -0.1 -2.0
2.1 0.8 -0.3
1.6 2.6 -2.2
0.4 1.0 -0.4
-1.2 -0.5 1.4
0.2 -0.9 0.0
0.9 3.4 0.5
-1.1 -0.5 1.0
-0.1 0.7 -1.5
0.5 -0.9 -0.3
-1.4 -1.4 0.5
-0.1 -0.9 0.3
1.4 1.3 -0.4
-1.5 -3.1 2.8

Record 6
C5H7N | ωB97M-V with the def2-TZVPD basis set

Computed properties:
* charge: 0
* HOMO energy: -8.81 eV
* lowest unoccupied orbital energy: 1.2197 eV
* HOMO-LUMO gap: 10.027 eV
* strongest force on any atom: 5.78 eV Å⁻¹
* electronic energy: -249.3515 hartree
* ΔE to the lowest compared entry with this formula, charge and spin: 3.312 eV

Atoms and positions in Å:
H (-1.94306, 0.58422, -1.51165)
C (0.74737, -0.69544, 0.22523)
H (1.47043, -1.49500, 0.49490)
H (0.02908, 0.03069, 2.24221)
H (-1.18161, -0.80287, 1.22461)
H (1.29605, 0.85423, -0.95677)
H (-0.42793, -1.84321, -1.53936)
C (-0.28429, 0.95009, 0.25175)
C (-0.97526, 0.29461, -0.95378)
H (-0.55510, 1.95483, 0.51970)
N (1.11225, 0.63177, 0.08269)
C (-0.31985, -0.91949, -0.97106)
C (-0.24689, -0.24732, 1.27244)

Force components x, y, z for each atom (eV/Å):
1.9 -0.4 1.0
-1.2 -3.9 -0.3
-0.2 0.6 -0.7
0.9 0.2 1.4
0.1 -0.1 0.7
0.6 -0.4 2.0
-0.2 0.5 0.1
-1.3 0.1 0.5
-0.6 -2.4 -0.7
-0.1 0.4 0.1
2.6 3.7 -3.6
0.2 1.6 0.3
-2.8 0.0 -0.9

Which formula does entry 2 have? C3H5NOS